# 1
Computed, not measured: a structure of composition C68H78BN5O6P2SSbV, with ωB97M-V/def2-TZVPD.

Geometry (Å):
C  2.042  3.385  -1.817
H  1.785  -4.243  4.885
H  -7.074  -3.246  1.537
H  -4.338  -5.487  1.817
C  1.410  4.523  -2.301
C  0.027  1.719  -4.301
C  2.982  0.123  4.030
C  1.102  4.512  1.041
C  3.231  3.195  -3.914
H  2.215  -1.482  5.320
H  1.547  1.524  3.212
H  -5.648  -3.642  2.500
O  -0.992  2.565  -0.937
O  0.094  0.834  -1.737
C  -3.487  2.114  -0.333
H  0.693  -2.052  -5.631
C  -3.524  -1.459  -5.368
H  2.024  0.149  5.958
H  -0.977  -5.452  0.184
H  -4.591  0.310  -5.954
N  0.587  -2.334  3.142
C  -2.873  1.865  1.887
N  -1.722  -2.305  3.001
C  1.999  -2.360  2.785
H  4.712  -0.783  4.996
V  -1.253  0.414  -0.352
C  0.320  7.029  2.004
C  -0.173  2.104  -5.597
C  -1.758  3.244  -3.675
H  0.692  2.981  -8.313
C  -3.751  0.513  -4.005
H  4.228  2.089  2.225
H  -3.735  -2.845  3.127
H  2.577  -2.804  3.600
C  0.675  -1.604  -1.005
C  4.507  -1.651  1.684
H  4.257  0.804  5.618
H  1.197  5.899  -3.932
H  4.084  -3.785  2.046
C  1.048  -2.442  -4.685
C  5.689  -1.665  2.650
H  -2.036  -5.519  6.326
C  -5.711  -2.513  -0.774
H  3.822  4.855  -0.994
H  6.530  -2.188  2.181
C  -6.020  -3.537  1.480
C  0.620  -1.866  -3.498
H  2.069  -3.006  1.913
H  5.155  -3.446  0.690
H  -2.868  -5.031  2.697
C  4.623  2.899  1.625
H  3.946  2.672  -4.538
C  4.892  -0.886  0.408
P  2.853  -0.762  2.272
H  -2.691  4.359  -5.285
H  5.241  0.119  0.621
H  0.032  8.013  2.354
H  5.446  -2.184  3.578
N  -3.534  1.631  -1.569
N  -2.822  1.398  0.625
H  2.841  4.798  2.267
H  2.351  -3.772  -1.306
H  3.088  -4.819  -3.412
H  0.973  -0.406  4.655
O  -1.082  3.276  -7.296
C  1.088  -2.331  -2.274
C  2.506  1.553  3.729
C  2.606  4.344  -4.381
H  -0.080  -1.045  -3.506
C  -2.800  -2.067  -4.353
C  6.377  4.479  1.186
H  -5.239  -1.708  -1.335
H  -3.418  -1.156  2.661
H  -2.827  -6.355  1.545
C  -3.093  -2.192  2.536
H  3.438  -3.121  0.515
H  -3.718  -1.983  -6.296
C  -1.309  -4.468  0.529
C  5.631  4.978  0.128
H  0.782  1.004  -4.016
H  -4.452  -5.180  -0.660
H  6.016  5.798  -0.467
H  0.699  5.049  -1.678
O  -0.590  -1.398  -0.870
O  1.559  -1.293  -0.222
P  -3.339  -2.576  0.706
H  2.836  4.726  -5.368
H  -6.796  -2.375  -0.818
H  3.212  2.096  3.101
H  7.347  4.899  1.421
H  -1.446  6.750  0.822
C  -3.258  -5.367  1.741
C  -4.001  -0.167  -5.180
C  -0.086  2.402  -7.801
C  -1.128  3.052  -5.941
C  1.940  -3.504  -4.655
C  -2.842  -4.434  0.605
C  1.513  6.459  2.422
C  1.984  -3.393  -2.252
C  3.861  3.381  0.565
H  6.025  -0.657  2.887
N  -2.795  0.540  -1.752
H  -2.359  1.271  2.629
C  -5.251  -2.481  0.688
S  -0.470  -0.016  1.746
H  2.376  2.122  4.655
C  -4.169  3.319  -0.029
H  -0.541  1.701  -8.512
Sb  1.823  2.598  0.204
H  -5.566  -1.043  2.314
C  2.395  -3.986  -3.436
H  -4.129  1.511  -3.847
C  -0.070  -4.993  5.668
C  0.069  -3.297  3.987
H  -0.941  -3.727  -0.169
H  -3.488  3.344  3.280
H  6.431  3.034  2.772
C  -1.944  3.630  -5.001
C  -4.162  3.782  1.255
H  -3.184  -3.991  4.783
H  -2.000  -1.864  -2.364
B  -0.521  -1.629  2.519
C  -5.599  -1.083  1.225
H  5.094  0.682  4.074
H  -0.797  4.515  0.037
C  -0.125  5.067  0.680
H  3.440  1.827  -2.275
C  -0.781  2.325  -3.328
O  0.489  1.684  -6.727
H  -0.847  -4.285  1.498
C  4.390  4.437  -0.173
H  4.022  -0.821  -0.247
H  -4.647  4.716  1.512
C  -3.512  3.026  2.248
H  -2.869  -5.881  -1.007
C  1.898  5.216  1.943
H  2.156  6.987  3.116
H  -5.470  -3.454  -1.265
H  -4.648  3.854  -0.836
C  -2.103  -4.045  4.773
C  1.988  -0.452  5.043
C  5.865  3.435  1.939
H  0.417  -5.681  6.347
C  0.705  -4.187  4.839
C  -0.504  6.321  1.143
H  5.691  -1.414  -0.122
C  -2.997  -0.085  -2.980
H  -3.222  -4.224  -1.518
H  -5.970  -4.509  0.989
C  -0.561  1.903  -1.913
H  -2.382  3.653  -2.893
H  -2.453  -3.086  -4.477
C  -2.537  -1.394  -3.174
C  2.947  2.723  -2.642
C  4.348  0.202  4.708
H  2.268  -3.968  -5.577
C  1.689  5.001  -3.576
C  -3.386  -4.959  -0.728
C  4.265  -3.094  1.222
H  -6.610  -0.813  0.908
C  -1.341  -3.253  3.929
H  -4.908  -0.340  0.816
C  -1.453  -4.910  5.647

The charge is -1. As for the total energy: -153837.4851 eV. The calculation puts the LUMO energy (alpha / beta) at 1.732 / 1.697 eV. Its spin multiplicity is 2. The value obtained for the gap between HOMO and LUMO (alpha / beta) is 5.87 / 5.81 eV.

# 2
Computed, not measured: a cluster of 14 separate species, C68H85BN16O3 in total, with ωB97M-V/def2-TZVPD.

Geometry (Å):
N  2.318  -0.953  9.993
H  -2.642  -3.395  -4.753
H  4.443  1.162  -0.357
H  3.412  2.769  -3.416
H  5.347  0.994  3.771
C  2.776  -0.210  7.959
C  0.391  6.272  8.405
H  3.299  0.208  7.115
H  3.922  2.048  -1.937
C  -1.905  -4.145  -4.981
C  -3.269  -2.944  -1.143
H  6.921  1.744  -0.381
C  0.561  -6.287  2.970
C  0.493  -0.317  0.967
C  0.066  4.235  0.717
N  1.616  -6.008  3.796
H  -2.998  9.310  -2.622
H  2.199  0.669  0.181
C  2.366  -1.426  0.424
C  -0.787  -6.972  -1.393
C  -1.745  -5.432  -4.534
H  1.617  -0.553  -1.510
H  -3.396  -7.936  0.406
C  1.174  -1.106  9.259
H  -1.396  4.819  2.061
H  -0.783  3.230  3.738
C  1.468  -2.344  0.891
N  -0.890  -3.879  -5.847
N  -7.621  0.487  -1.381
H  0.694  4.060  5.582
C  3.403  2.900  -2.343
H  6.575  0.521  0.869
B  2.133  -0.139  -3.366
H  -1.490  -9.554  0.322
H  -3.448  -0.849  -0.574
C  -2.384  6.521  -1.076
H  -0.628  -2.061  1.633
H  0.283  -1.520  9.699
N  1.669  3.572  -0.858
C  4.558  2.614  6.480
C  -0.433  -8.201  -0.911
H  3.477  5.012  -1.819
H  0.484  3.723  10.514
H  -3.376  3.647  6.996
C  1.015  2.028  -2.507
N  -1.126  3.430  4.659
C  -3.641  2.348  -1.579
H  1.840  3.440  8.435
C  4.150  4.194  -2.009
H  -7.876  1.096  -4.562
H  -0.552  -0.726  -5.182
H  1.921  1.824  -4.425
C  -5.403  -3.215  -1.761
H  -6.054  -1.182  -1.332
C  2.545  -7.010  3.714
C  -3.790  7.226  -2.685
H  -0.183  -6.342  -2.024
H  2.359  -3.752  -8.299
N  1.304  4.269  8.625
H  -9.347  -0.672  -0.893
C  -0.361  3.882  5.702
H  -6.203  1.630  -2.502
H  -0.767  -2.994  -6.305
C  4.536  3.241  0.301
H  -7.195  0.534  -0.474
H  1.639  -3.403  0.976
C  0.409  3.492  -0.375
N  -2.162  7.853  -1.305
N  -0.200  1.923  -2.053
H  -2.248  -3.241  -0.970
H  -9.898  -0.395  -3.528
H  4.850  2.991  7.445
C  -3.015  8.287  -2.289
O  3.186  -0.530  -4.149
C  2.080  -7.937  2.820
H  3.865  -4.295  -10.479
H  4.023  -0.586  -3.674
N  2.004  -4.919  -11.313
H  2.807  1.895  3.788
C  -0.084  -4.975  -5.974
C  0.280  -1.640  1.235
H  4.277  -0.203  9.608
C  -2.425  3.288  5.068
H  -4.380  -0.033  -6.718
C  5.140  4.049  -0.838
C  0.819  -7.478  2.347
H  0.779  -4.954  -6.617
H  3.462  3.326  0.279
C  2.018  -4.155  -9.239
H  4.706  4.477  -2.892
C  -1.772  2.664  -0.399
C  -7.989  0.781  -3.539
H  2.587  -8.844  2.536
C  3.543  2.022  4.564
C  -8.796  -0.159  -1.662
C  1.219  5.362  7.806
C  -2.091  -6.685  -0.900
C  -1.177  4.028  6.789
H  -0.868  4.367  7.764
H  6.387  1.696  5.948
H  2.317  -5.204  -12.222
C  -7.123  1.067  -2.518
H  -2.384  -5.938  -3.827
O  1.681  -0.971  -2.381
H  -3.740  5.092  -1.914
H  -0.171  -6.947  -5.041
H  0.121  7.236  8.007
H  0.179  -7.961  1.633
H  -3.995  -4.786  -1.867
N  -1.315  -0.651  -5.830
H  -2.670  -5.794  -1.080
C  4.827  1.553  4.530
C  0.684  -4.509  -9.587
C  -3.907  -1.746  -0.955
H  -1.830  5.944  -0.355
C  3.371  2.695  5.801
C  -2.488  -7.753  -0.142
C  -3.386  6.108  -1.906
H  4.477  1.434  1.356
H  2.476  3.182  6.149
C  -2.582  -0.249  -5.507
H  -1.485  8.422  -0.833
H  0.832  4.841  1.160
C  -3.336  -0.288  -6.649
H  0.455  0.956  -4.169
C  1.425  -0.655  7.991
C  0.546  4.472  9.743
C  0.709  -4.974  -10.873
H  -2.839  0.023  -4.497
C  2.807  -4.419  -10.325
C  -2.489  3.651  6.386
N  -4.187  -3.829  -1.633
H  -3.187  2.944  4.390
H  6.089  3.674  -1.193
N  -4.404  2.994  -2.152
C  -1.250  -0.944  -7.172
N  -1.474  -8.672  -0.155
C  -1.152  4.210  1.217
H  -4.555  7.250  -3.441
C  -5.266  -1.918  -1.349
H  1.697  -5.193  4.375
H  1.751  5.397  6.870
C  1.392  1.228  -3.700
C  -9.048  -0.001  -2.997
H  5.343  5.042  -0.465
H  -0.192  -4.429  -8.964
N  1.766  -0.192  0.466
H  0.466  -8.779  -1.037
H  -0.078  -5.339  -11.509
C  -0.037  5.707  9.638
N  5.439  1.912  5.700
C  1.978  2.857  -1.881
C  -0.506  2.684  -0.965
H  -0.331  -1.279  -7.628
H  6.753  2.215  1.301
C  -2.493  -0.734  -7.704
H  3.374  -1.540  0.064
H  -0.695  6.155  10.362
H  2.422  -1.205  10.958
H  -0.278  -5.618  2.893
C  3.298  -0.405  9.209
H  -6.259  -3.751  -2.134
H  4.848  3.680  1.240
H  3.451  -6.976  4.293
H  -3.089  3.368  1.027
O  -2.693  1.778  -0.979
C  -2.092  3.392  0.625
H  -2.769  -0.886  -8.734
C  4.903  1.765  0.417
C  6.399  1.534  0.538
H  0.722  -0.644  7.176
H  -0.145  0.542  1.084
C  -0.586  -5.962  -5.168

As for the total energy: -102552.9156 eV. The calculation puts the LUMO energy at -0.757 eV. Its spin multiplicity is 1. The value obtained for the gap between HOMO and LUMO is 7.01 eV.